The following is a DFT calculation (the ωB97M-V functional and the def2-TZVPD basis) of C6H6OS in the gas phase in a non-equilibrium geometry.

```
! RIJCOSX wB97M-V def2-TZVPD def2/J DEFGRID3
* xyz 0 1
C 0.56318 1.29861 0.39699
C 0.89369 1.19881 1.66410
C 0.09694 0.07983 -0.20071
C 0.15423 -0.97675 0.60207
C -0.63552 -0.10194 -1.50187
C -1.42862 -1.25923 -1.26445
O 2.12298 -0.98362 2.47282
S 0.74958 -0.53046 2.23126
H 0.70705 2.19132 -0.26113
H 1.21634 1.90491 2.31357
H -1.00313 0.89180 -1.86840
H 0.00874 -0.35782 -2.35768
H -1.12203 -2.21466 -1.44171
H -2.32344 -1.14079 -0.78487
*
```

Results
- energy relative to the best compared isomer or geometry (same formula, charge and spin) (eV) = 6.235
- HOMO energy (spin up / spin down) (eV) = -9.03 / -8.69
- molecular weight (g mol⁻¹) = 126.180
- E_tot (eV) = -19194.83323

Here are the Mulliken charges for atoms 1 to 4, given in e:
1 C -0.559
2 C -0.526
3 C 0.655
4 C -0.313

The following is a DFT calculation (the ωB97M-V functional and the def2-TZVPD basis) of C6H6OS in the gas phase in a non-equilibrium geometry.

```
! RIJCOSX wB97M-V def2-TZVPD def2/J DEFGRID3
* xyz 0 1
O -2.92703 0.33128 -0.14333
C -2.01345 0.11828 -0.89282
C -0.58636 0.14177 -0.48112
C 0.33453 -0.50299 -1.25963
C 1.65047 -0.37205 -0.73806
C 1.98486 -1.19096 0.49236
C 1.59725 0.24579 0.65906
S -0.09660 0.64777 1.11037
H -2.16878 -0.21523 -1.95117
H 0.19615 -0.90414 -2.23414
H 2.47976 -0.16351 -1.41149
H 1.26934 -1.95811 0.76773
H 3.04017 -1.39385 0.61245
H 2.34143 0.98133 0.91866
*
```

Results
- energy relative to the best compared isomer or geometry (same formula, charge and spin) (eV) = 0.926
- HOMO energy (eV) = -8.32
- molecular weight (g mol⁻¹) = 126.180
- E_tot (eV) = -19200.14203

Here are the Mulliken charges for atoms 1 to 4, given in e:
1 O -0.479
2 C -0.118
3 C 0.550
4 C -0.717

The following is a DFT calculation (the ωB97M-V functional and the def2-TZVPD basis) of C6H6OS in the gas phase in a non-equilibrium geometry.

```
! RIJCOSX wB97M-V def2-TZVPD def2/J DEFGRID3
* xyz 0 1
C -0.13469 2.19312 -0.03585
C -0.60145 1.03197 0.06552
C -0.88098 -0.34239 0.00468
C -2.31317 -0.88339 0.15076
S -3.74535 -0.02972 -0.09489
C 0.11029 -1.25589 0.03200
O 1.48377 -1.23678 -0.03254
C 1.96368 0.08957 -0.05576
H 0.37744 3.16719 0.38656
H -2.25050 -1.94540 0.16723
H -0.22215 -2.23767 0.00510
H 3.04412 -0.05912 -0.68148
H 1.90301 0.66248 0.87693
H 1.26597 0.84603 -0.78826
*
```

Results
- energy relative to the best compared isomer or geometry (same formula, charge and spin) (eV) = 4.958
- HOMO energy (eV) = -8.85
- molecular weight (g mol⁻¹) = 126.180
- E_tot (eV) = -19196.11048

Here are the Mulliken charges for atoms 1 to 4, given in e:
1 C -0.259
2 C -0.263
3 C 0.658
4 C -0.529

The following is a DFT calculation (the ωB97M-V functional and the def2-TZVPD basis) of C6H6S2 in the gas phase in a non-equilibrium geometry.

```
! RIJCOSX wB97M-V def2-TZVPD def2/J DEFGRID3
* xyz 0 1
S 0.72112 -1.03994 -2.65226
C -0.08544 -1.27960 -1.28609
C -0.36319 -0.20016 -0.31936
S -2.17094 0.31834 -0.60758
C -0.23662 -0.72451 1.07575
C 0.55203 0.06455 1.79156
C 1.08009 1.14922 0.89282
C 0.54120 1.00360 -0.31174
H -0.47573 -2.26796 -1.01491
H -1.95614 0.99697 -1.76762
H -0.72045 -1.64159 1.40708
H 0.79351 0.05084 2.83295
H 1.65036 1.99505 1.16112
H 0.67021 1.57517 -1.20173
*
```

Results
- energy relative to the best compared isomer or geometry (same formula, charge and spin) (eV) = 0.694
- HOMO energy (eV) = -8.72
- molecular weight (g mol⁻¹) = 142.248
- E_tot (eV) = -27987.73298

Here are the Mulliken charges for atoms 1 to 4, given in e:
1 S -0.218
2 C -0.338
3 C 1.024
4 S -0.188

The following is a DFT calculation (the ωB97M-V functional and the def2-TZVPD basis) of C6H6Si in the gas phase in a non-equilibrium geometry.

```
! RIJCOSX wB97M-V def2-TZVPD def2/J DEFGRID3
* xyz 0 1
C 0.09168 3.23942 -0.36317
C 0.31466 2.03906 -0.45973
Si 0.40326 0.18583 -0.71707
C 1.80240 -0.50963 0.26043
C 2.64053 -0.92218 1.04378
C -1.40490 -0.61263 0.11560
C -1.89767 -1.82303 -0.05867
H 0.37587 4.22370 0.08396
H 0.55599 -0.32045 -2.00592
H 3.47403 -0.95626 1.62473
H -2.03365 0.18657 0.60365
H -2.95658 -2.02583 0.28044
H -1.36562 -2.70460 -0.40803
*
```

Results
- energy relative to the best compared isomer or geometry (same formula, charge and spin) (eV) = 0.747
- HOMO energy (eV) = -9.75
- molecular weight (g mol⁻¹) = 106.200
- E_tot (eV) = -14191.63541

Here are the Mulliken charges for atoms 1 to 4, given in e:
1 C 0.228
2 C -0.609
3 Si 0.458
4 C -0.793

The following is a DFT calculation (the ωB97M-V functional and the def2-TZVPD basis) of C6H7B in the gas phase in a non-equilibrium geometry.

```
! RIJCOSX wB97M-V def2-TZVPD def2/J DEFGRID3
* xyz 0 1
C 1.37373 1.06736 -0.18150
C 2.08244 0.12150 0.17015
B 1.30759 -1.14771 0.34322
C 0.17318 -1.70911 -0.55775
C -0.27138 -0.80574 0.64192
C -0.86717 0.60028 0.48895
C 0.08486 1.61206 -0.24378
H 0.21799 -1.39805 -1.70540
H -0.06912 -2.70941 -0.60307
H -0.87626 -1.38081 1.29029
H -1.15565 0.84376 1.49114
H -1.72943 0.51861 -0.11339
H 0.00421 2.48974 0.31198
H -0.27497 1.89753 -1.33276
*
```

Results
- energy relative to the best compared isomer or geometry (same formula, charge and spin) (eV) = 2.086
- HOMO energy (eV) = -8.35
- molecular weight (g mol⁻¹) = 89.934
- E_tot (eV) = -7006.33671

Here are the Mulliken charges for atoms 1 to 4, given in e:
1 C -0.164
2 C -0.123
3 B 0.343
4 C -0.748

The following is a DFT calculation (the ωB97M-V functional and the def2-TZVPD basis) of C6H7BrN2O2S in the gas phase in a non-equilibrium geometry.

```
! RIJCOSX wB97M-V def2-TZVPD def2/J DEFGRID3
* xyz 0 1
C -0.87888 -2.18483 1.02342
C -1.26814 -0.92589 1.27461
C -0.69372 0.23938 -0.79249
C -1.86520 -0.42680 2.58015
C -0.19521 -2.73697 -0.21651
C 0.49962 2.45043 -1.77080
N -0.59831 -2.16598 -1.47006
N -1.21672 0.11327 0.32611
O -2.10871 -1.12004 3.49485
O -2.29125 0.80700 2.46844
S -0.15009 0.80996 -2.19119
Br 0.80231 -2.16381 -2.67015
H -0.97753 -2.98209 1.72794
H 0.96028 -2.81304 -0.06948
H -0.64287 -3.73292 -0.18466
H 0.05119 3.00371 -2.61254
H 1.58412 2.35421 -1.88995
H 0.24286 2.81460 -0.76854
H -2.02319 1.21843 1.61072
*
```

Results
- energy relative to the best compared isomer or geometry (same formula, charge and spin) (eV) = 4.858
- HOMO energy (spin up / spin down) (eV) = -8.33 / -7.35
- molecular weight (g mol⁻¹) = 251.105
- E_tot (eV) = -94283.26164

Here are the Mulliken charges for atoms 1 to 4, given in e:
1 C -0.263
2 C 0.423
3 C 0.699
4 C 0.168

The following is a DFT calculation (the ωB97M-V functional and the def2-TZVPD basis) of C6H7Cl12N as an isolated structure in a non-equilibrium geometry.

```
! RIJCOSX wB97M-V def2-TZVPD def2/J DEFGRID3
* xyz 0 1
C -1.86738 1.66118 3.48104
C -1.16891 0.80406 4.46816
N -0.63675 0.08918 5.21722
H -2.84844 1.23217 3.27716
H -1.28756 1.88791 2.58633
H -2.01234 2.60759 4.00200
C -0.54309 -1.12258 -0.60551
Cl -0.56395 -0.37094 1.03768
Cl -0.84789 0.18362 -1.83288
Cl -1.75212 -2.45677 -0.73642
H 0.45442 -1.50207 -0.82698
C -2.60022 3.32237 -0.59311
Cl -3.78777 2.37102 0.24404
Cl -1.34090 3.71366 0.64464
Cl -3.46381 4.69441 -1.34187
H -2.08038 2.71090 -1.33065
C 2.94819 -3.70122 -0.22703
Cl 2.13938 -2.74711 1.01795
Cl 1.85140 -4.20993 -1.60092
Cl 3.53534 -5.09618 0.68727
H 3.74536 -3.02700 -0.54014
C 2.33753 -0.10872 -3.38802
Cl 2.66857 -0.43246 -1.69174
Cl 1.95016 -1.61416 -4.23755
Cl 3.76293 0.65918 -4.22016
H 1.40832 0.45180 -3.49040
*
```

Results
- energy relative to the best compared isomer or geometry (same formula, charge and spin) (eV) = 0.481
- HOMO energy (eV) = -11.16
- molecular weight (g mol⁻¹) = 518.565
- E_tot (eV) = -158093.63168

Here are the Mulliken charges for atoms 1 to 4, given in e:
1 C -0.432
2 C 0.265
3 N -0.409
4 H 0.272

The following is a DFT calculation (the ωB97M-V functional and the def2-TZVPD basis) of a 2-piece molecular cluster, C6H7Cl2N2O2S overall in a non-equilibrium geometry.

```
! RIJCOSX wB97M-V def2-TZVPD def2/J DEFGRID3
* xyz 1 1
C 1.15262 -1.89416 1.31768
C 0.41254 0.31395 1.96384
C 1.11442 -0.89737 2.24118
C -0.10554 0.47160 0.71086
C -0.06436 -0.48998 -0.23960
C -0.82333 1.42709 -3.07037
N 0.58451 -1.63305 0.10664
N 0.43587 1.22759 2.93765
O -0.20194 -1.21996 -3.04774
O -2.44075 -0.51551 -2.27498
S -1.07823 -0.21297 -2.50103
Cl 2.04786 -1.17285 3.58512
Cl -1.04064 1.96915 0.52613
H 1.50262 -2.97624 1.46757
H -1.31556 2.23011 -2.56727
H 0.19635 1.58253 -3.35365
H -1.36878 1.29361 -3.95747
H 0.64014 -2.31063 -0.65174
H 0.63499 0.86174 3.81680
H -0.28279 1.94535 2.99038
*
```

Results
- energy relative to the best compared isomer or geometry (same formula, charge and spin) (eV) = 1.258
- HOMO energy (eV) = -13.29
- molecular weight (g mol⁻¹) = 242.107
- E_tot (eV) = -49281.55165

Here are the Mulliken charges for atoms 1 to 4, given in e:
1 C -0.569
2 C 0.499
3 C 0.334
4 C 0.497

The following is a DFT calculation (the ωB97M-V functional and the def2-TZVPD basis) of an isolated ion of composition C6H7Cl2O3S and charge -1 in a non-equilibrium geometry.

```
! RIJCOSX wB97M-V def2-TZVPD def2/J DEFGRID3
* xyz -1 1
C 0.83463 1.43647 0.64896
C -0.08545 -0.43578 -1.18722
C -0.10561 0.39137 0.12187
C -0.80947 0.81003 -1.56379
C 1.15760 -0.80603 -1.94952
C -0.48367 -0.60304 2.64858
O 1.98018 1.62225 0.24953
O 0.19164 2.08457 1.50632
O -2.01081 -1.19234 0.71708
S -1.41950 0.06470 1.24885
Cl 0.10370 2.12290 -2.25149
Cl -2.52457 0.92329 -1.82112
H -0.56122 -1.39022 -0.90288
H 1.87354 -0.14000 -1.79953
H 0.96038 -0.84395 -3.03671
H 1.42581 -1.81580 -1.73284
H -1.12448 -1.02911 3.43520
H 0.22987 0.09486 3.24339
H 0.36743 -1.29416 2.42535
*
```

Results
- energy relative to the best compared isomer or geometry (same formula, charge and spin) (eV) = 1.000
- HOMO energy (eV) = -4.88
- molecular weight (g mol⁻¹) = 230.092
- E_tot (eV) = -48356.86173

Here are the Mulliken charges for atoms 1 to 4, given in e:
1 C 0.149
2 C 0.462
3 C 0.261
4 C 0.207

The following is a DFT calculation (the ωB97M-V functional and the def2-TZVPD basis) of C6H7ClF3P in the gas phase in a non-equilibrium geometry.

```
! RIJCOSX wB97M-V def2-TZVPD def2/J DEFGRID3
* xyz 0 1
C 3.49100 -1.15614 0.01046
C 2.64681 -0.36774 -0.26496
P 1.26260 0.60754 -0.76974
Cl 2.18293 0.84848 -2.74816
C 0.41475 0.37280 0.89689
C -1.09729 0.59850 0.82566
C -1.79522 -0.53712 0.15593
F -1.10347 -1.69986 0.08029
C -3.03205 -0.54342 -0.31667
F -3.71862 -1.67022 -0.49736
F -3.71594 0.53568 -0.68376
H 4.23584 -1.84099 0.31564
H 1.32963 1.99253 -0.59286
H 0.14259 0.12284 -1.46490
H 0.64879 -0.59321 1.32052
H 0.83960 1.11083 1.57359
H -1.27529 1.54181 0.31383
H -1.45667 0.67770 1.84560
*
```

Results
- HOMO energy (eV) = -9.43
- molecular weight (g mol⁻¹) = 202.543
- E_tot (eV) = -36295.18475

Here are the Mulliken charges for atoms 1 to 4, given in e:
1 C 0.630
2 C -0.943
3 P 0.376
4 Cl -0.420

The following is a DFT calculation (the ωB97M-V functional and the def2-TZVPD basis) of C6H7ClF4O2S in the gas phase in a non-equilibrium geometry.

```
! RIJCOSX wB97M-V def2-TZVPD def2/J DEFGRID3
* xyz 0 1
C -1.31635 -1.16344 0.02192
C 0.08333 -1.47814 0.58339
C -1.13975 -0.11920 -1.08279
C 0.86235 -0.22148 0.73504
C -0.31841 1.00206 -0.53265
C -0.99800 1.99395 0.39640
O 3.05514 1.01003 -0.08847
O 2.10696 -0.77529 -1.51211
F 0.50109 1.62484 -1.38880
F -1.36865 1.41721 1.55523
F -0.23064 3.02924 0.70896
F -2.12878 2.47679 -0.14502
S 2.35240 -0.21595 -0.22466
Cl 3.41641 -1.63113 0.80331
H -1.78675 -2.06202 -0.37256
H -1.94698 -0.76542 0.81716
H -0.01389 -2.00365 1.53338
H 0.61512 -2.11266 -0.12736
H -0.59455 -0.54282 -1.92650
H -2.11035 0.24245 -1.42667
H 0.96029 0.29462 1.67281
*
```

Results
- HOMO energy (eV) = -10.54
- molecular weight (g mol⁻¹) = 254.632
- E_tot (eV) = -44656.97361

Here are the Mulliken charges for atoms 1 to 4, given in e:
1 C -0.722
2 C -0.666
3 C -0.770
4 C -0.374

> Among the records above, which one has the lowest E_tot?

C6H7Cl12N